# 1
Entry from OMol25: C11H12CuNO6 as an isolated structure in a non-equilibrium geometry (ωB97M-V/def2-TZVPD).

Element x y z (Å)
1 O -1.564 1.470 -4.442
2 C -1.047 1.780 -3.387
3 Cu -2.028 2.749 -1.979
4 C -0.869 2.620 -0.606
5 O -0.102 2.428 0.235
6 C 0.437 -1.259 -3.201
7 O -0.196 -2.188 -2.988
8 C 0.466 1.412 -3.239
9 O 1.250 2.204 -2.768
10 C -3.485 2.170 -2.801
11 O -4.443 1.787 -3.320
12 H 0.850 0.339 -3.669
13 O 0.278 -0.276 -1.279
14 C 0.401 -0.699 -0.105
15 C 1.746 -0.772 0.595
16 C 1.825 0.046 1.882
17 C 1.213 -0.643 3.100
18 C -0.298 -0.796 3.014
19 C -0.739 -1.732 1.887
20 N -0.706 -1.075 0.581
21 H 2.000 -1.823 0.794
22 H 2.498 -0.399 -0.109
23 H 2.881 0.243 2.096
24 H 1.354 1.024 1.717
25 H 1.672 -1.632 3.225
26 H 1.455 -0.060 3.996
27 H -0.672 -1.216 3.955
28 H -0.778 0.182 2.884
29 H -0.096 -2.627 1.877
30 H -1.770 -2.066 2.058
31 H -1.529 -1.190 -0.004

Values from the calculation:
total charge: +1
HOMO level (alpha / beta): -12.64 / -13.02 eV
ΔE to the lowest compared entry with this formula, charge and spin: 29.9 kcal per mole
multiplicity: 2


# 2
Entry from OMol25: a 2-piece molecular cluster, C11H12IN2S overall in a non-equilibrium geometry (ωB97M-V/def2-TZVPD).

Element x y z (Å)
1 C 2.826 2.261 -1.461
2 C 2.922 1.969 -2.852
3 C 1.951 1.596 -0.648
4 C 2.286 0.859 -3.395
5 C 1.299 0.446 -1.144
6 C 1.542 -0.005 -2.515
7 C 0.487 -0.366 -0.381
8 C -0.017 -1.679 -0.592
9 C 0.155 -0.003 1.065
10 C -1.727 -2.686 0.857
11 C -0.350 -1.043 2.045
12 N -0.793 -2.508 -0.268
13 N -1.747 -1.473 1.639
14 S 1.177 -1.532 -3.029
15 I -3.047 1.625 -2.229
16 H 3.354 3.136 -1.268
17 H 3.557 2.504 -3.545
18 H 1.882 1.813 0.435
19 H 2.161 0.759 -4.464
20 H 1.147 0.338 1.419
21 H -0.409 0.947 0.930
22 H -2.736 -2.825 0.417
23 H -1.192 -3.528 1.450
24 H 0.280 -1.855 2.080
25 H -0.408 -0.538 3.065
26 H -2.894 3.014 -3.090
27 H -2.133 -0.698 1.213

Values from the calculation:
total charge: +1
HOMO level (alpha / beta): -12.05 / -12.05 eV
ΔE to the lowest compared entry with this formula, charge and spin: 118.0 kcal per mole


# 3
Entry from OMol25: a 2-piece molecular cluster, C11H12N2O2S overall in a non-equilibrium geometry (ωB97M-V/def2-TZVPD).

Element x y z (Å)
1 C -3.160 -1.863 -0.216
2 C -3.155 -0.571 0.657
3 O -1.890 0.030 0.649
4 C -1.650 1.160 -0.032
5 O -2.403 1.894 -0.568
6 C -0.233 1.322 0.284
7 N 0.084 2.397 0.947
8 N 1.177 2.538 1.720
9 C 2.016 1.556 1.653
10 C 1.961 0.443 0.758
11 C 2.971 -0.521 0.631
12 C 2.744 -1.714 0.061
13 C 1.502 -1.982 -0.568
14 C 0.515 -0.963 -0.547
15 C 0.715 0.274 0.159
16 H -3.950 -2.488 0.040
17 H -3.231 -1.510 -1.171
18 H -2.193 -2.421 -0.053
19 H -3.404 -0.832 1.710
20 H -3.977 0.141 0.326
21 H 2.947 1.811 2.183
22 H 3.965 -0.195 0.932
23 H 3.577 -2.434 0.117
24 H 1.313 -2.859 -1.206
25 H -0.416 -1.253 -0.871
26 S 1.596 2.083 -2.392
27 H 0.767 2.787 -3.393
28 H 1.810 3.172 -1.813

Values from the calculation:
total charge: 0
HOMO level: -9.10 eV
ΔE to the lowest compared entry with this formula, charge and spin: 77.1 kcal per mole


# 4
Entry from OMol25: C11H12N2O4SeV as an isolated structure in a non-equilibrium geometry (ωB97M-V/def2-TZVPD).

Element x y z (Å)
1 V 0.052 1.296 -1.545
2 C 0.042 1.621 0.384
3 O 0.024 1.770 1.541
4 C 0.090 3.227 -1.832
5 O 0.117 4.383 -1.949
6 C -1.872 1.048 -1.582
7 O -3.016 0.832 -1.530
8 C 1.972 1.007 -1.592
9 O 3.108 0.757 -1.545
10 C 0.028 0.020 -3.275
11 H 0.924 -0.574 -3.487
12 H -0.879 -0.566 -3.463
13 C 0.028 1.425 -3.615
14 H -0.888 1.860 -4.035
15 H 0.930 1.852 -4.071
16 C 2.429 -1.238 1.642
17 N 1.039 -1.364 2.042
18 C 0.598 -1.519 3.350
19 C -0.759 -1.438 3.327
20 N -1.126 -1.230 2.001
21 C -2.488 -1.032 1.531
22 C -0.023 -1.226 1.204
23 Se 0.040 -1.137 -0.671
24 H 3.040 -1.767 2.380
25 H 2.733 -0.182 1.610
26 H 2.561 -1.675 0.647
27 H 1.287 -1.687 4.162
28 H -1.488 -1.503 4.120
29 H -3.156 -1.137 2.392
30 H -2.612 -0.037 1.089
31 H -2.736 -1.783 0.772

Values from the calculation:
total charge: +2
HOMO level (alpha / beta): -16.09 / -16.00 eV
ΔE to the lowest compared entry with this formula, charge and spin: 0.0 kcal per mole
multiplicity: 4


# 5
Entry from OMol25: C11H12N2PZn as an isolated structure in a non-equilibrium geometry (ωB97M-V/def2-TZVPD).

Element x y z (Å)
1 C 0.385 -0.019 -2.227
2 C -0.831 -0.772 -2.223
3 C -0.615 -1.971 -1.492
4 C 0.737 -2.013 -1.065
5 C 1.365 -0.786 -1.467
6 Zn 0.222 0.409 0.061
7 P -0.530 2.551 0.201
8 H 0.611 0.849 -2.848
9 H -1.751 -0.489 -2.739
10 H -1.360 -2.755 -1.328
11 H 2.429 -0.558 -1.420
12 H 1.241 -2.854 -0.590
13 H -1.556 2.781 1.158
14 H -0.995 3.300 -0.920
15 H 0.500 3.398 0.681
16 N 2.900 -0.038 5.714
17 C 1.934 -0.104 5.058
18 C 0.748 -0.148 4.234
19 C -0.531 -0.098 4.797
20 C -1.635 -0.120 3.951
21 C -1.424 -0.154 2.568
22 N -0.189 -0.059 2.033
23 C 0.892 -0.167 2.845
24 H -0.633 -0.062 5.886
25 H -2.657 -0.112 4.341
26 H -2.259 -0.243 1.870
27 H 1.865 -0.245 2.339

Values from the calculation:
total charge: -1
HOMO level (alpha / beta): -0.26 / -0.29 eV
ΔE to the lowest compared entry with this formula, charge and spin: 0.0 kcal per mole


# 6
Entry from OMol25: a 2-piece molecular cluster, C11H12NO2 overall in a non-equilibrium geometry (ωB97M-V/def2-TZVPD).

Element x y z (Å)
1 C -0.996 -2.603 -2.925
2 C -0.041 -0.683 0.089
3 C -1.031 -1.261 -0.751
4 C -0.302 -1.884 -1.822
5 C 1.007 -1.627 -1.589
6 C -0.395 0.020 1.218
7 C -1.720 0.318 1.497
8 C -2.690 -0.250 0.668
9 C -2.350 -1.060 -0.422
10 N 1.245 -1.025 -0.373
11 H 0.385 0.549 1.764
12 H -1.928 0.978 2.324
13 H 2.028 -0.395 -0.226
14 H -3.728 -0.068 0.933
15 H 1.786 -1.880 -2.299
16 H -3.176 -1.597 -0.880
17 H -2.082 -2.591 -2.942
18 H -0.689 -3.627 -3.186
19 H -0.673 -2.110 -3.859
20 C 1.794 3.450 2.035
21 C 2.713 2.290 1.575
22 O 3.701 2.032 2.289
23 O 2.349 1.701 0.520
24 H 1.673 3.562 3.113
25 H 0.843 3.373 1.502
26 H 2.275 4.388 1.745

Values from the calculation:
total charge: -1
HOMO level: -4.36 eV
ΔE to the lowest compared entry with this formula, charge and spin: 17.9 kcal per mole